No. 1
The following is a quantum chemistry calculation of C41H92AsF6NP2 as an isolated structure in a non-equilibrium geometry, from the OMol25 dataset.

```
143
Properties=species:S:1:pos:R:3:forces:R:3
C 21.1000 -8.3376 18.2538 0.156 0.631 -0.049
C 22.0557 -7.1616 18.4708 -0.387 0.946 1.919
C 22.6377 -6.7600 17.1469 -0.594 1.367 -0.124
N 23.6191 -5.5409 17.1331 -0.005 -1.118 0.729
C 25.0120 -6.1757 17.2864 -0.918 0.677 -2.610
C 26.0815 -5.0963 17.3933 1.941 -2.215 0.721
C 25.8336 -4.1697 18.5593 0.597 1.459 -0.153
C 24.4934 -3.5170 18.4204 -0.587 -0.224 -2.298
C 23.4373 -4.5937 18.2928 -1.428 -0.579 0.531
C 23.3230 -4.8671 15.8400 1.538 0.075 0.833
H 20.6377 -8.8057 19.1054 0.104 0.346 0.803
H 21.6309 -9.1289 17.7780 0.289 -0.684 -0.736
H 20.2910 -7.9696 17.6460 -0.349 -0.141 -0.574
H 22.7987 -7.3661 19.2765 -0.400 0.029 -0.567
H 21.4387 -6.2333 18.7816 0.935 -1.583 -0.095
H 21.7381 -6.4405 16.6489 -0.243 0.548 -0.657
H 23.0564 -7.4872 16.4594 0.459 -0.413 0.471
H 24.9479 -6.8857 18.1031 0.080 0.139 0.257
H 25.0206 -6.7321 16.3184 0.863 0.105 0.842
H 27.0465 -5.6634 17.5945 -1.017 0.527 -0.167
H 26.3125 -4.6370 16.4337 -0.507 0.427 0.046
H 25.8169 -4.6796 19.5312 0.453 -0.136 -0.264
H 26.5841 -3.3471 18.5717 -0.176 -0.830 0.197
H 24.3156 -2.8174 19.1955 -0.586 0.302 1.079
H 24.3900 -2.8987 17.5018 0.498 -0.225 0.311
H 23.4659 -5.2851 19.1600 -0.307 0.774 -0.220
H 22.4357 -4.1740 18.0958 0.266 -0.141 0.708
H 23.0779 -5.5910 15.1402 0.080 -1.593 -1.494
H 24.1349 -4.2568 15.4871 0.235 0.320 0.062
H 22.4168 -4.3589 15.9456 -1.228 1.293 0.404
C 13.6031 -4.4215 13.8003 -0.331 -1.963 -0.586
C 14.2442 -4.2611 12.4320 1.141 0.801 0.095
C 15.5265 -5.0526 12.1116 -0.582 0.884 -0.157
C 15.4895 -6.4659 12.6745 -0.788 0.718 0.214
P 16.8621 -7.4497 12.0950 0.729 -0.166 0.929
C 16.6251 -8.3690 10.5697 0.188 0.383 -0.422
C 15.5835 -9.4701 10.5487 0.627 -0.062 0.822
C 14.2002 -9.0313 10.9248 -1.325 0.960 -0.093
C 13.7266 -7.7243 10.1773 -0.121 -0.660 1.030
C 17.4410 -8.6425 13.3793 -1.074 0.822 -0.273
C 16.3816 -9.4266 14.1439 -1.806 -0.223 -2.101
C 16.9291 -10.3433 15.1912 -0.086 -1.399 0.159
C 16.0739 -11.6544 15.3533 0.121 0.808 -1.134
C 18.1121 -6.1468 11.8825 -0.308 -0.664 0.449
C 19.5911 -6.4816 11.7205 -0.436 -0.372 -0.221
C 19.9461 -7.4913 10.5918 1.832 2.636 -1.020
C 19.8423 -6.9764 9.1109 -1.007 -0.367 1.491
H 12.8150 -3.7120 13.9464 -0.723 0.223 -0.113
H 14.3130 -4.2039 14.5617 0.785 -0.061 0.829
H 13.2002 -5.4971 13.9431 0.530 1.773 -0.074
H 14.5163 -3.2078 12.2264 -0.278 -0.303 0.328
H 13.5966 -4.5151 11.6366 -1.311 -0.295 -0.623
H 16.4025 -4.5521 12.4600 0.172 0.592 0.559
H 15.5995 -4.9347 11.0247 0.135 -0.736 -0.073
H 14.5264 -6.8522 12.3584 0.035 -0.512 0.427
H 15.5157 -6.3364 13.7798 0.094 -0.522 -0.593
H 17.6476 -8.8221 10.4849 -0.993 0.541 -0.708
H 16.3241 -7.6632 9.7695 0.998 -0.150 0.274
H 15.9486 -10.1942 11.2715 -0.240 -0.669 -0.202
H 15.5967 -9.8909 9.5492 -0.001 -0.277 -0.085
H 14.0964 -8.7663 11.9841 0.342 -0.529 0.059
H 13.5153 -9.8979 10.7625 0.241 0.883 -0.044
H 14.4121 -6.8456 10.3055 -0.707 -0.844 -0.073
H 12.7080 -7.4705 10.5302 0.602 0.098 -0.127
H 13.6404 -7.9447 9.1411 -0.010 0.036 -1.073
H 18.0526 -8.0683 14.0419 0.675 0.419 0.503
H 18.0282 -9.3498 12.8395 0.852 -0.518 -0.370
H 15.8332 -10.0139 13.3299 0.424 0.485 1.242
H 15.6238 -8.7834 14.6082 0.117 0.106 -0.264
H 16.9124 -9.7706 16.1124 0.460 -0.184 0.385
H 17.9597 -10.6155 14.9087 -0.230 0.023 0.409
H 16.1001 -12.2306 14.3623 -0.501 0.816 1.458
H 15.0660 -11.4155 15.7505 0.260 -0.084 -0.904
H 16.4566 -12.2937 16.1168 0.722 -0.486 0.433
H 17.8409 -5.4755 12.7372 1.097 -0.677 -0.664
H 17.8257 -5.6257 10.9940 -0.513 0.454 -0.664
H 19.9349 -6.9359 12.6285 0.383 0.028 0.721
H 20.0067 -5.4810 11.6287 0.777 -0.200 -0.201
H 19.3345 -8.3090 10.7240 -1.105 -2.011 0.219
H 20.9889 -7.8429 10.7299 -0.543 0.244 0.125
H 18.8103 -6.8211 8.8026 -0.259 0.155 0.144
H 20.2127 -7.6963 8.4149 0.558 -0.503 -0.346
H 20.3506 -6.0443 8.9927 0.495 0.563 -0.106
C 15.7871 0.7945 16.4286 -0.159 -1.987 -0.311
C 16.4118 -0.6448 16.5542 0.819 1.216 -1.295
C 15.6554 -1.7222 17.2778 -1.384 -0.776 0.187
C 15.7730 -1.5884 18.8031 0.250 0.011 -0.421
P 14.9783 -2.9431 19.7283 0.987 1.276 0.397
C 16.0925 -4.3345 19.6281 0.589 1.015 -1.037
C 15.6410 -5.4922 20.4181 -0.068 -0.947 1.594
C 16.6150 -6.6980 20.2461 -0.892 0.613 -0.963
C 16.0341 -8.0286 20.7367 -1.216 -0.886 0.639
C 14.8190 -2.3322 21.4138 -0.594 1.402 -0.169
C 15.9737 -1.5023 22.0490 -0.395 -0.956 0.076
C 15.5510 -0.7003 23.2970 0.706 0.690 -0.782
C 16.7288 0.1690 23.7516 -0.500 0.921 -2.443
C 13.3912 -3.3966 19.0412 -1.150 -0.286 -1.941
C 12.3587 -2.2675 18.7028 -0.219 -0.210 2.691
C 11.1024 -2.7809 18.0800 -1.394 -1.494 -1.880
C 10.2705 -3.8506 18.8474 -0.366 -0.809 -0.360
H 14.9426 0.6561 15.7164 0.206 0.638 0.778
H 16.5107 1.4678 15.9719 -0.046 0.023 0.136
H 15.5031 1.1485 17.4237 -0.283 0.239 -0.355
H 17.3587 -0.5580 17.0944 0.161 0.033 -0.140
H 16.7032 -0.9640 15.5109 -0.413 0.069 1.087
H 16.0855 -2.6631 17.0107 0.590 -0.611 -0.189
H 14.5965 -1.9086 16.9920 0.365 0.869 -0.040
H 15.3769 -0.6125 19.1199 0.122 -0.302 0.197
H 16.8673 -1.6505 19.0262 -0.828 0.172 0.192
H 17.1349 -4.0372 19.8736 -0.621 0.056 -0.221
H 16.0255 -4.5499 18.5617 0.541 -0.231 -0.310
H 14.6358 -5.7629 20.0803 0.041 -0.320 0.135
H 15.5367 -5.1233 21.4693 0.125 -0.813 -0.434
H 17.6278 -6.4226 20.5519 -0.197 -0.212 0.654
H 16.7286 -6.7392 19.1470 0.017 -0.338 0.240
H 15.3819 -7.9641 21.6910 1.665 0.052 -1.058
H 16.7866 -8.8672 20.7885 -0.766 1.016 0.244
H 15.2444 -8.3828 20.0286 0.733 0.311 0.131
H 14.3540 -3.0600 22.0338 0.266 -1.148 0.813
H 13.9587 -1.6641 21.3576 -0.139 0.515 -0.402
H 16.4589 -0.9022 21.2733 -0.269 0.280 0.264
H 16.7405 -2.1873 22.3956 0.294 -0.258 -0.045
H 15.2621 -1.3579 24.0814 -0.315 -0.782 0.624
H 14.6960 -0.0388 23.1222 0.047 -0.143 -0.281
H 17.6068 -0.3432 24.0649 0.488 -0.611 0.556
H 16.4182 0.9307 24.4242 -0.140 0.337 1.015
H 17.0340 0.7558 22.8441 -0.034 -0.385 0.647
H 12.8773 -4.1664 19.6369 0.303 0.381 0.211
H 13.5406 -3.9182 18.0612 0.502 0.215 0.660
H 12.6821 -1.4373 18.1196 0.969 0.406 -0.503
H 12.0817 -1.8395 19.6902 0.034 0.045 -0.421
H 11.3012 -3.1114 17.0060 0.056 -0.134 1.286
H 10.3936 -1.9810 17.8569 0.255 0.422 0.464
H 9.9619 -3.5068 19.8377 0.548 0.043 0.184
H 10.7035 -4.8973 18.9271 -0.215 1.350 -0.069
H 9.2696 -3.9917 18.3791 0.820 0.079 -0.162
As 18.6564 -4.7890 15.9174 0.678 -0.940 0.029
F 20.1638 -4.1105 15.4018 0.069 0.643 -0.156
F 19.3226 -6.3207 15.2802 -0.857 0.401 0.198
F 17.1385 -5.5513 16.3245 0.371 -0.357 0.311
F 18.0836 -3.3415 16.6422 0.055 0.567 -0.092
F 17.9275 -4.3694 14.4317 -0.125 0.221 -0.810
F 19.4177 -5.1214 17.4224 0.031 -0.695 0.755
```
Positions in Å, forces in eV/Å.

For the LUMO energy, the calculation gives -3.233 eV. The spin multiplicity is 1. As for the charge: +2.



No. 2
The following is a quantum chemistry calculation of one molecule with the formula CH2ClNO in a non-equilibrium geometry, from the OMol25 dataset.

```
6
Properties=species:S:1:pos:R:3:forces:R:3
Cl 2.0153 -0.6411 -0.1185 -0.270 -0.155 -0.499
N 0.6790 0.2896 0.5540 -0.420 -0.089 2.957
C -0.6598 0.0011 -0.0213 0.377 -2.584 0.093
O 0.0732 1.1146 -0.3351 0.040 1.320 -2.566
H -0.4879 -0.9972 -0.6088 -1.102 2.237 0.396
H -1.6199 0.2329 0.5297 1.375 -0.728 -0.381
```
Positions in Å, forces in eV/Å.

For the LUMO energy, the calculation gives 0.653 eV. The spin multiplicity is 1.



E_HOMO across the listed records, respectively: -0.549; -0.374 Eh.